This record from the OMol25 dataset describes a molecular structure, C26H48Cl3N4O4PdSi at a distorted geometry. The level of theory is ωB97M-V/def2-TZVPD.

For the LUMO energy (spin up / spin down), the calculation gives 2.338 / 2.335 eV. The calculation puts the total energy at -90821.1487 eV. As for the gap between HOMO and LUMO (spin up / spin down): 5.352 / 6.367 eV. The value obtained for the energy above the lowest of the compared OMol25 structures with the same formula, charge and spin is 0.0 kcal/mol.

```
! wB97M-V def2-TZVPD RIJCOSX def2/J DEFGRID3
* xyz -1 3
C -0.0545 0.7735 -4.1057
C -1.4747 0.6976 -3.6553
H 0.1083 0.2214 -5.0355
H 0.6063 0.3665 -3.3208
H 0.2529 1.8195 -4.2643
C -2.4951 0.1910 -4.3586
C -2.3970 -0.3768 -5.7353
H -3.4928 0.1478 -3.9108
H -1.3637 -0.4234 -6.1042
H -2.9879 0.2146 -6.4512
H -2.8098 -1.3979 -5.7549
Pd -0.0260 0.0673 0.2255
Cl 0.2557 2.3691 0.1172
Cl 1.9250 -0.3127 -1.0198
H 2.2574 0.2222 5.3820
H 4.0190 1.9139 4.3951
C 2.4207 -0.3622 4.4653
C 4.0464 1.2503 3.5196
N 2.7859 0.5330 3.3742
H 1.5115 -0.9096 4.2073
C 2.0226 0.6466 2.2905
O 0.9571 -0.0312 2.1741
H 4.2124 1.8475 2.6207
H 2.3328 1.3408 1.5024
H 3.2435 -1.0636 4.6501
H 4.8810 0.5467 3.6497
H -0.2344 -2.2250 -3.1760
H -2.8143 -2.6041 -2.9009
C -0.0523 -2.8902 -2.3211
C -2.4735 -3.3790 -2.1952
N -1.2585 -2.9703 -1.5038
H 0.7869 -2.5105 -1.7292
C -1.2888 -2.6085 -0.2189
O -0.3124 -2.1177 0.4074
H -3.2576 -3.5564 -1.4474
H -2.2679 -2.7725 0.2824
H 0.1614 -3.8911 -2.7182
H -2.2867 -4.2985 -2.7630
O -1.0324 -0.0276 -1.5569
C -1.6491 1.0340 -2.1782
C -3.9232 0.3472 -1.1793
C -3.0895 1.3293 -1.7048
H -3.5158 -0.6481 -1.0164
C -5.2645 0.6375 -0.8949
H -1.0517 1.9394 -1.9765
C -3.5875 2.6183 -1.8967
H -5.9080 -0.1517 -0.4973
C -5.7721 1.9193 -1.1323
C -4.9253 2.9196 -1.6287
H -2.9070 3.3709 -2.2973
H -6.8259 2.1399 -0.9342
H -5.3028 3.9273 -1.8195
Si 6.5033 -1.1484 -2.0958
Cl 5.6039 -1.1829 -4.0013
C 6.1327 -2.8274 -1.3718
C 5.6287 0.3034 -1.3344
C 8.3729 -0.8995 -2.1630
H 5.0620 -3.0412 -1.4566
H 6.4197 -2.8581 -0.3159
H 6.6847 -3.6110 -1.9023
H 8.8819 -1.7379 -2.6590
H 8.7861 -0.8252 -1.1452
H 8.6463 0.0216 -2.6956
H 4.5425 0.1637 -1.3566
H 5.8762 1.2082 -1.8972
H 5.9516 0.4315 -0.2991
C -2.5509 2.9176 1.9216
N -2.3028 1.9384 2.9640
C -2.2281 2.4756 4.3082
C -2.4245 1.3896 5.3290
C -1.6191 0.1658 5.0105
N -1.9218 -0.2552 3.6645
C -1.6816 -1.6469 3.3561
C -2.0367 0.6391 2.6379
O -1.9484 0.2628 1.4310
H -1.7264 3.6420 1.8627
H -3.4754 3.4691 2.1412
H -2.6398 2.4217 0.9568
H -1.2676 2.9826 4.4617
H -3.0144 3.2346 4.4278
H -3.4873 1.1204 5.3617
H -2.1505 1.7596 6.3190
H -1.8813 -0.6475 5.6934
H -0.5399 0.3636 5.1260
H -0.6357 -1.8447 3.0816
H -1.9301 -2.2271 4.2502
H -2.3141 -1.9811 2.5286
*
```

Atomic partial charges in e from the Mulliken method, atoms 1 to 6: -1.28 0.33 0.38 -0.01 0.26 0.02

This record from the OMol25 dataset describes a single C18H16ClN5 molecule at a distorted geometry. The level of theory is ωB97M-V/def2-TZVPD.

For the LUMO energy, the calculation gives -0.476 eV. The calculation puts the total energy at -38896.6728 eV. As for the gap between HOMO and LUMO: 8.384 eV. The value obtained for the energy above the lowest of the compared OMol25 structures with the same formula, charge and spin is 39.3 kcal/mol. The structure (SMILES) is Cc1nc2ccc(Cl)c(-n3ccnc3)c2cc1CCn1ccnc1.

```
! wB97M-V def2-TZVPD RIJCOSX def2/J DEFGRID3
* xyz 0 1
C -1.4509 1.1043 -2.9739
C -0.3838 0.6927 -1.9082
N 0.7071 0.0630 -2.3398
C 1.7650 -0.3048 -1.4947
C 3.0050 -0.8931 -2.0007
C 4.0446 -1.1208 -1.1485
C 3.7436 -1.0686 0.2572
Cl 5.0870 -1.5009 1.2578
C 2.5799 -0.4650 0.7559
N 2.5747 -0.3028 2.1208
C 3.0094 0.8721 2.7753
C 2.5348 0.7751 4.0779
N 1.7016 -0.3552 4.1829
C 1.7942 -0.9581 3.0459
C 1.6821 0.0060 -0.1263
C 0.4701 0.6833 0.3049
C -0.5354 1.0399 -0.6137
C -1.8535 1.7407 0.0010
C -2.5197 0.6445 0.7554
N -3.1730 -0.3924 0.0067
C -4.1923 -0.3097 -0.9597
C -4.2996 -1.5531 -1.5527
N -3.3467 -2.4395 -1.0075
C -2.7089 -1.6968 -0.1363
H -1.5359 2.1781 -3.1509
H -2.3694 0.8364 -2.4918
H -1.1714 0.6791 -3.9801
H 3.1376 -1.0532 -3.0823
H 4.8881 -1.6312 -1.7087
H 3.5252 1.6830 2.2846
H 2.6274 1.5488 4.8663
H 1.1650 -1.9404 2.9254
H 0.3404 0.8594 1.3389
H -1.6008 2.4635 0.7476
H -2.4551 2.3477 -0.6564
H -3.3004 1.0582 1.4714
H -1.7662 0.0856 1.4095
H -4.8747 0.5652 -1.2567
H -5.0156 -1.8133 -2.3449
H -1.8295 -2.1275 0.3485
*
```

Atomic partial charges in e from the Mulliken method, atoms 1 to 6: -1.03 0.99 -0.74 -0.67 -0.50 -0.78

This record from the OMol25 dataset describes 2 unconnected molecules or ions with the total composition C4H7O3 at a distorted geometry. The level of theory is ωB97M-V/def2-TZVPD.

For the LUMO energy, the calculation gives -5.269 eV. The calculation puts the total energy at -10392.8281 eV. As for the gap between HOMO and LUMO: 9.835 eV. The value obtained for the energy above the lowest of the compared OMol25 structures with the same formula, charge and spin is 65.2 kcal/mol.

```
! wB97M-V def2-TZVPD RIJCOSX def2/J DEFGRID3
* xyz 1 1
C 1.9876 2.2697 0.2807
C -1.8006 0.9009 -0.3555
C -1.9722 -1.6884 -0.3221
C -2.1544 -0.3171 0.2759
O -1.8479 1.8055 -1.0780
O -0.9644 0.5263 0.6590
O 1.4880 1.2702 0.5619
H 3.1086 2.1880 0.2024
H 1.6197 3.3635 0.1879
H -0.8942 -1.8849 -0.4606
H -2.5114 -2.3906 0.3749
H -2.6566 -1.7867 -1.2077
H -2.7623 -0.4317 1.2320
H 0.4963 0.8288 0.6663
*
```

Atomic partial charges in e from the Mulliken method, atoms 1 to 6: 0.05 0.56 -0.93 0.08 -0.38 -0.51

Among the records above, which one has the highest energy above the lowest of the compared OMol25 structures with the same formula, charge and spin? C4H7O3

Among the records above, which one has the highest energy above the lowest of the compared OMol25 structures with the same formula, charge and spin? C4H7O3

Copy entry 2 word for word.
This record from the OMol25 dataset describes a single C18H16ClN5 molecule at a distorted geometry. The level of theory is ωB97M-V/def2-TZVPD.

For the LUMO energy, the calculation gives -0.476 eV. The calculation puts the total energy at -38896.6728 eV. As for the gap between HOMO and LUMO: 8.384 eV. The value obtained for the energy above the lowest of the compared OMol25 structures with the same formula, charge and spin is 39.3 kcal/mol. The structure (SMILES) is Cc1nc2ccc(Cl)c(-n3ccnc3)c2cc1CCn1ccnc1.

```
! wB97M-V def2-TZVPD RIJCOSX def2/J DEFGRID3
* xyz 0 1
C -1.4509 1.1043 -2.9739
C -0.3838 0.6927 -1.9082
N 0.7071 0.0630 -2.3398
C 1.7650 -0.3048 -1.4947
C 3.0050 -0.8931 -2.0007
C 4.0446 -1.1208 -1.1485
C 3.7436 -1.0686 0.2572
Cl 5.0870 -1.5009 1.2578
C 2.5799 -0.4650 0.7559
N 2.5747 -0.3028 2.1208
C 3.0094 0.8721 2.7753
C 2.5348 0.7751 4.0779
N 1.7016 -0.3552 4.1829
C 1.7942 -0.9581 3.0459
C 1.6821 0.0060 -0.1263
C 0.4701 0.6833 0.3049
C -0.5354 1.0399 -0.6137
C -1.8535 1.7407 0.0010
C -2.5197 0.6445 0.7554
N -3.1730 -0.3924 0.0067
C -4.1923 -0.3097 -0.9597
C -4.2996 -1.5531 -1.5527
N -3.3467 -2.4395 -1.0075
C -2.7089 -1.6968 -0.1363
H -1.5359 2.1781 -3.1509
H -2.3694 0.8364 -2.4918
H -1.1714 0.6791 -3.9801
H 3.1376 -1.0532 -3.0823
H 4.8881 -1.6312 -1.7087
H 3.5252 1.6830 2.2846
H 2.6274 1.5488 4.8663
H 1.1650 -1.9404 2.9254
H 0.3404 0.8594 1.3389
H -1.6008 2.4635 0.7476
H -2.4551 2.3477 -0.6564
H -3.3004 1.0582 1.4714
H -1.7662 0.0856 1.4095
H -4.8747 0.5652 -1.2567
H -5.0156 -1.8133 -2.3449
H -1.8295 -2.1275 0.3485
*
```

Atomic partial charges in e from the Mulliken method, atoms 1 to 6: -1.03 0.99 -0.74 -0.67 -0.50 -0.78

Which value of energy above the lowest of the compared OMol25 structures with the same formula, charge and spin does entry 1 give? 0.0 kcal/mol